Below is C37H26Cl2F12N6O2ReS as an isolated structure, with properties calculated with wB97M-V/def2-TZVPD.

```
87
C37H26Cl2F12N6O2ReS wB97M-V/def2-TZVPD
O 1.050 -1.510 -1.808
H 3.239 -1.400 2.681
H 4.967 -3.126 2.568
C 3.547 -1.780 1.715
H 4.215 3.613 -6.434
C -3.679 -2.608 -1.406
H 1.482 2.684 4.297
C 3.472 2.516 3.573
F 1.809 -2.341 -4.094
C 0.019 1.124 2.651
C -0.917 1.633 -3.393
C 2.484 -1.552 -1.975
C -2.772 -4.479 -2.639
C 1.530 1.363 2.622
N -0.056 4.009 -4.664
H -0.963 4.627 -2.952
C 4.506 -2.764 1.658
C 2.553 3.787 -7.782
H 4.835 3.065 5.110
C 4.233 -2.828 -0.718
C 1.014 3.921 -5.519
C 1.191 3.926 -7.944
C 3.772 0.988 1.744
C 3.211 -1.900 -0.681
H 4.456 4.346 4.001
F 0.540 -0.431 4.416
F -1.529 -0.300 3.819
F 2.793 0.769 -1.475
N 1.955 -0.259 0.779
Re 0.085 -0.394 0.168
C -3.856 -3.754 -2.182
N -0.114 0.888 -1.463
C 0.414 3.980 -6.789
F -0.328 3.463 2.816
H 5.354 2.108 2.602
N -1.221 4.102 -5.377
H 4.414 0.554 0.989
C 2.717 -2.574 -3.148
Cl -2.211 -0.824 -0.065
C -1.482 -4.091 -2.304
H 1.878 3.416 -1.047
H 5.607 -5.191 -0.221
C -2.406 -2.234 -1.057
C -0.109 4.020 -3.253
F 2.537 -3.821 -2.693
C -0.780 2.301 3.311
C 2.095 2.214 3.543
H 6.809 -3.926 -0.273
C 3.141 3.717 -6.509
H -4.860 -4.076 -2.422
N -0.952 4.082 -6.610
C 5.972 -4.312 0.315
F -0.647 2.304 4.637
C -0.285 -0.198 3.421
F -2.065 2.189 3.008
H -2.914 -5.358 -3.254
F 2.138 0.277 -3.481
C 0.214 2.187 -1.570
F 4.173 -0.135 -2.855
H 3.254 3.875 5.219
F 3.925 -2.491 -3.680
C 0.967 3.017 -0.598
C 4.296 1.884 2.634
H 0.802 4.452 -2.843
O -0.552 0.987 1.393
H 1.248 2.421 0.263
C -1.278 -2.962 -1.482
Cl -0.154 -4.982 -2.885
C 2.384 0.670 1.710
H 2.847 3.696 -4.375
C 2.387 3.773 -5.355
C 4.906 -3.284 0.432
H 3.191 3.738 -8.654
H -1.411 1.784 -4.339
N -0.267 2.650 -2.729
H 6.342 -4.624 1.289
H 4.563 -3.243 -1.658
C -0.825 0.543 -2.604
C 2.909 -0.135 -2.478
H 0.736 4.016 -8.921
F -0.093 -1.237 2.487
C 4.012 3.501 4.537
H -1.187 -0.451 -2.796
H -4.533 -2.028 -1.080
S 0.300 -2.686 -0.781
C 2.893 -1.285 0.564
H 0.360 3.854 -0.250
```

## Properties
- Highest occupied orbital energy (spin up / spin down): -14.798 / -14.798 eV
- Energy relative to the best compared isomer or geometry (same formula, charge and spin): 47.0 kcal per mole
- LUMO energy (spin up / spin down): -11.6 / -11.6 eV
- Total charge: +3

Below is a 2-piece molecular cluster, C2H5ISi overall, with properties calculated with wB97M-V/def2-TZVPD.

```
9
C2H5ISi wB97M-V/def2-TZVPD
C -1.246 -1.603 0.617
I 2.442 0.126 0.168
H 1.434 2.699 -1.036
H -0.502 1.354 -0.923
Si 0.640 1.771 -0.091
H 0.373 1.912 1.268
H -1.342 -1.024 1.484
C -0.978 -2.353 -0.298
H -0.822 -2.881 -1.189
```

## Properties
- Highest occupied orbital energy: -9.423 eV
- Energy relative to the best compared isomer or geometry (same formula, charge and spin): 46.6 kcal per mole
- SMILES: [SiH3]I.C#C
- LUMO energy: 0.4 eV

| no. | E_tot (eV) |
| --- | --- |
| 1 | -122419.891 |
| 2 | -18130.887 |